(1)
Below is a structure of composition C2H4O2P, with properties calculated with the ωB97M-V functional and the def2-TZVPD basis.

Values from the calculation:
Total charge: +1
Highest occupied orbital energy, eV: -17.21
Energy above the lowest of the compared OMol25 structures with the same formula, charge and spin, kcal per mole: 25.8
HOMO-LUMO gap, eV: 11.17

XYZ file:
```
9
C2H4O2P (the ωB97M-V functional and the def2-TZVPD basis)
P 2.099 0.022 -0.021
O 0.965 1.144 -0.085
O 1.210 -1.196 0.080
C -0.427 0.747 0.066
C -0.514 -0.773 -0.080
H -0.683 -1.019 -1.056
H -1.059 1.327 -0.699
H -0.956 -1.491 0.803
H -0.635 1.239 0.994
```

(2)
Below is an isolated molecule of C2H4O2P2, with properties calculated with the ωB97M-V functional and the def2-TZVPD basis.

Values from the calculation:
Structure (SMILES): O=PCCP=O
Total charge: 0
Highest occupied orbital energy, eV: -9.12
Energy above the lowest of the compared OMol25 structures with the same formula, charge and spin, kcal per mole: 37.9
HOMO-LUMO gap, eV: 8.17

XYZ file:
```
10
C2H4O2P2 (the ωB97M-V functional and the def2-TZVPD basis)
P 1.420 -1.213 -1.299
P -1.391 1.199 1.348
O -2.747 0.757 1.676
O 2.647 -0.698 -1.770
C -0.634 -0.220 0.306
C 0.687 0.192 -0.356
H -0.636 -1.014 1.203
H 1.418 0.864 0.122
H 0.358 0.751 -1.243
H -1.351 -0.518 -0.329
```

(3)
Below is a cluster of 2 separate species, C2H4O2S in total, with properties calculated with the ωB97M-V functional and the def2-TZVPD basis.

Values from the calculation:
Total charge: 0
Highest occupied orbital energy, eV: -10.35
Energy above the lowest of the compared OMol25 structures with the same formula, charge and spin, kcal per mole: 36.8
HOMO-LUMO gap, eV: 9.21

XYZ file:
```
9
C2H4O2S (the ωB97M-V functional and the def2-TZVPD basis)
S 3.009 -0.069 0.386
O 3.088 1.229 -0.216
O 2.677 -1.156 -0.488
C -1.712 0.253 -0.501
C -1.211 -0.255 0.605
H -1.737 -0.303 -1.424
H -0.789 -1.245 0.643
H -1.203 0.298 1.531
H -2.121 1.250 -0.537
```

(4)
Below is a structure of composition C2H4O2S, with properties calculated with the ωB97M-V functional and the def2-TZVPD basis.

Values from the calculation:
Total charge: 0
Highest occupied orbital energy (alpha / beta), eV: -7.96 / -7.56
Energy above the lowest of the compared OMol25 structures with the same formula, charge and spin, kcal per mole: 94.6
HOMO-LUMO gap (alpha / beta), eV: 7.83 / 7.10

XYZ file:
```
9
C2H4O2S (the ωB97M-V functional and the def2-TZVPD basis)
S -0.452 0.138 0.246
O -0.088 -0.140 1.638
O -1.138 -2.467 -1.341
C 0.774 1.532 -0.278
C -0.961 -2.113 -0.236
H -1.196 -2.288 0.848
H 0.758 2.341 0.453
H 1.756 1.103 -0.029
H 0.547 1.894 -1.299
```

(5)
Below is a cluster of 2 separate species, C2H4O2S in total, with properties calculated with the ωB97M-V functional and the def2-TZVPD basis.

Values from the calculation:
Total charge: 0
Highest occupied orbital energy, eV: -9.70
Energy above the lowest of the compared OMol25 structures with the same formula, charge and spin, kcal per mole: 76.3
HOMO-LUMO gap, eV: 9.33

XYZ file:
```
9
C2H4O2S (the ωB97M-V functional and the def2-TZVPD basis)
S -0.708 -0.189 -1.828
O 0.270 -1.235 -2.235
O -1.250 -0.654 1.460
C -0.087 -0.624 1.644
C 0.082 0.956 -1.008
H 0.449 0.293 1.181
H 1.286 1.117 -0.875
H -0.523 1.681 -0.484
H 0.481 -1.346 2.144
```

(6)
Below is a cluster of 2 separate species, C2H4O3 in total, with properties calculated with the ωB97M-V functional and the def2-TZVPD basis.

Values from the calculation:
Structure (SMILES): C=C=O.OO
Total charge: 0
Highest occupied orbital energy, eV: -9.31
Energy above the lowest of the compared OMol25 structures with the same formula, charge and spin, kcal per mole: 115.8
HOMO-LUMO gap, eV: 10.11

XYZ file:
```
9
C2H4O3 (the ωB97M-V functional and the def2-TZVPD basis)
O 1.866 -0.243 0.565
O -1.502 0.869 -1.855
O 1.082 -0.867 -0.458
C -1.344 0.712 -0.728
C -1.222 0.377 0.475
H 1.712 -1.175 -1.082
H 1.300 0.014 1.274
H -1.290 0.779 1.443
H -0.601 -0.465 0.367
```

(7)
Below is an isolated molecule of C2H4O3, with properties calculated with the ωB97M-V functional and the def2-TZVPD basis.

Values from the calculation:
Structure (SMILES): O=C(O)CO
Total charge: 0
Highest occupied orbital energy, eV: -10.31
Energy above the lowest of the compared OMol25 structures with the same formula, charge and spin, kcal per mole: 41.0
HOMO-LUMO gap, eV: 10.43

XYZ file:
```
9
C2H4O3 (the ωB97M-V functional and the def2-TZVPD basis)
O 1.716 0.228 0.255
O -1.712 -0.410 -0.318
O -0.589 1.596 -0.302
C -0.692 0.408 -0.368
C 0.566 -0.533 0.041
H 0.716 -1.148 -0.858
H 0.433 -1.268 0.848
H -1.945 -0.026 0.653
H 1.506 1.152 0.048
```

(8)
Below is a cluster of 2 separate species, C2H4O3 in total, with properties calculated with the ωB97M-V functional and the def2-TZVPD basis.

Values from the calculation:
⟨S²⟩: 0.763
Total charge: +1
Spin multiplicity: 2
Highest occupied orbital energy (alpha / beta), eV: -15.43 / -15.27
Energy above the lowest of the compared OMol25 structures with the same formula, charge and spin, kcal per mole: 26.4
HOMO-LUMO gap (alpha / beta), eV: 8.64 / 4.17

XYZ file:
```
9
C2H4O3 (the ωB97M-V functional and the def2-TZVPD basis)
O -0.134 1.225 1.051
O -1.646 1.403 -0.708
O 0.251 -1.281 0.114
C -0.919 1.939 0.201
C 1.072 -1.982 -0.484
H 0.791 -2.832 -1.334
H -1.152 3.031 0.320
H 2.177 -1.811 -0.281
H -0.440 0.306 1.121
```

(9)
Below is the ion C2H4O3PS with charge -1, with properties calculated with the ωB97M-V functional and the def2-TZVPD basis.

Values from the calculation:
Structure (SMILES): C=CPS(=O)(=O)[O-]
Total charge: -1
Highest occupied orbital energy, eV: -4.26
Energy above the lowest of the compared OMol25 structures with the same formula, charge and spin, kcal per mole: 90.8
HOMO-LUMO gap, eV: 8.22

XYZ file:
```
11
C2H4O3PS (the ωB97M-V functional and the def2-TZVPD basis)
S -0.829 1.231 1.140
P 1.121 -0.138 1.043
O -0.875 1.779 -0.221
O -1.798 0.241 1.519
O -0.679 2.206 2.180
C 0.598 -0.585 -1.778
C 0.417 -1.060 -0.526
H -0.453 -1.557 -0.225
H 1.228 -1.467 1.495
H -0.108 -0.800 -2.559
H 1.380 0.150 -2.068
```

(10)
Below is an isolated molecule of C2H4O3S2, with properties calculated with the ωB97M-V functional and the def2-TZVPD basis.

Values from the calculation:
Total charge: 0
Highest occupied orbital energy, eV: -10.65
Energy above the lowest of the compared OMol25 structures with the same formula, charge and spin, kcal per mole: 44.6
HOMO-LUMO gap, eV: 8.79

XYZ file:
```
11
C2H4O3S2 (the ωB97M-V functional and the def2-TZVPD basis)
S 0.764 -1.632 -0.260
S 1.656 0.444 0.031
O 0.843 0.687 1.188
O 1.332 1.156 -1.166
O 3.008 0.045 0.230
C -1.281 0.246 -0.216
C -0.637 -0.971 0.273
H -1.247 -1.602 0.918
H -0.634 0.833 -0.862
H -2.183 -0.062 -0.758
H -1.621 0.856 0.622
```

(11)
Below is an isolated molecule of C2H4OS, with properties calculated with the ωB97M-V functional and the def2-TZVPD basis.

Values from the calculation:
Total charge: 0
Highest occupied orbital energy (alpha / beta), eV: -7.59 / -7.59
Energy above the lowest of the compared OMol25 structures with the same formula, charge and spin, kcal per mole: 65.7
HOMO-LUMO gap (alpha / beta), eV: 6.08 / 6.09

XYZ file:
```
8
C2H4OS (the ωB97M-V functional and the def2-TZVPD basis)
S 2.298 -0.178 0.046
O -1.344 -1.052 0.179
C 0.491 0.566 0.072
C -0.564 -0.244 -0.510
H -0.627 -0.397 -1.577
H 0.340 0.761 1.134
H 0.643 1.490 -0.484
H -1.237 -0.947 1.140
```

(12)
Below is a cluster of 2 separate species, C2H4OS in total, with properties calculated with the ωB97M-V functional and the def2-TZVPD basis.

Values from the calculation:
Total charge: 0
Highest occupied orbital energy, eV: -9.39
Energy above the lowest of the compared OMol25 structures with the same formula, charge and spin, kcal per mole: 86.2
HOMO-LUMO gap, eV: 6.85

XYZ file:
```
8
C2H4OS (the ωB97M-V functional and the def2-TZVPD basis)
S -1.042 1.335 1.535
O 1.312 0.591 -2.007
C 1.482 0.266 -0.848
C 0.297 -0.413 -0.267
H -0.462 -0.485 -1.010
H 2.483 0.287 -0.234
H 0.234 1.924 1.666
H 0.173 -1.186 0.542
```

(13)
Below is a cluster of 2 separate species, C2H4OS in total, with properties calculated with the ωB97M-V functional and the def2-TZVPD basis.

Values from the calculation:
Total charge: 0
Highest occupied orbital energy (alpha / beta), eV: -9.38 / -8.66
Energy above the lowest of the compared OMol25 structures with the same formula, charge and spin, kcal per mole: 104.4
HOMO-LUMO gap (alpha / beta), eV: 8.42 / 7.89

XYZ file:
```
8
C2H4OS (the ωB97M-V functional and the def2-TZVPD basis)
S 1.913 -0.325 -0.002
O -1.912 -0.464 0.104
C -0.836 -0.199 -0.329
C 0.283 -0.295 0.636
H -0.479 -0.026 -1.408
H 1.309 0.218 -1.072
H -0.298 1.669 0.510
H 0.020 -0.578 1.562
```

(14)
Below is an isolated molecule of C2H4OS, with properties calculated with the ωB97M-V functional and the def2-TZVPD basis.

Values from the calculation:
Structure (SMILES): O=CCS
Total charge: 0
Highest occupied orbital energy, eV: -9.67
Energy above the lowest of the compared OMol25 structures with the same formula, charge and spin, kcal per mole: 59.2
HOMO-LUMO gap, eV: 9.62

XYZ file:
```
8
C2H4OS (the ωB97M-V functional and the def2-TZVPD basis)
S -1.747 -0.566 -0.344
O 1.932 -0.762 -0.395
C 1.024 0.096 -0.413
C -0.015 -0.277 0.484
H 0.986 1.038 -0.962
H -0.281 0.701 0.972
H -2.571 0.774 -0.402
H 0.671 -1.003 1.059
```

(15)
Below is an isolated molecule of C2H4OS, with properties calculated with the ωB97M-V functional and the def2-TZVPD basis.

Values from the calculation:
Total charge: 0
Highest occupied orbital energy (alpha / beta), eV: -7.83 / -7.59
Energy above the lowest of the compared OMol25 structures with the same formula, charge and spin, kcal per mole: 105.6
HOMO-LUMO gap (alpha / beta), eV: 8.28 / 8.20

XYZ file:
```
8
C2H4OS (the ωB97M-V functional and the def2-TZVPD basis)
S -2.258 -0.213 -0.007
O 0.374 -0.287 0.019
C 1.717 -0.686 -0.073
C -0.719 0.598 -0.077
H 2.473 0.020 -0.353
H -0.601 1.547 -0.571
H 1.873 -1.674 0.292
H -2.858 0.694 0.770
```

(16)
Below is an isolated molecule of C2H4OS2, with properties calculated with the ωB97M-V functional and the def2-TZVPD basis.

Values from the calculation:
Structure (SMILES): OC(=S)CS
Total charge: 0
Highest occupied orbital energy, eV: -9.28
Energy above the lowest of the compared OMol25 structures with the same formula, charge and spin, kcal per mole: 40.3
HOMO-LUMO gap, eV: 9.32

XYZ file:
```
9
C2H4OS2 (the ωB97M-V functional and the def2-TZVPD basis)
S 0.879 -1.217 1.009
S 0.218 1.484 -1.166
O -1.307 -1.290 -0.350
C -0.610 1.028 0.416
C -0.391 -0.487 0.287
H -1.769 1.452 0.436
H 1.507 1.722 -0.431
H -0.282 1.632 1.251
H -0.552 -2.001 -0.165
```

(17)
Below is a cluster of 2 separate species, C2H4OS2 in total, with properties calculated with the ωB97M-V functional and the def2-TZVPD basis.

Values from the calculation:
Total charge: 0
Highest occupied orbital energy, eV: -9.65
Energy above the lowest of the compared OMol25 structures with the same formula, charge and spin, kcal per mole: 97.6
HOMO-LUMO gap, eV: 9.37

XYZ file:
```
9
C2H4OS2 (the ωB97M-V functional and the def2-TZVPD basis)
S 1.164 1.040 0.200
S 2.570 2.649 0.157
O 1.453 0.253 -1.012
C -1.689 -1.533 0.559
C -2.390 -2.510 0.273
H -2.978 -3.418 0.069
H -0.265 1.802 -0.042
H 3.183 2.392 -0.964
H -1.048 -0.674 0.760
```

(18)
Below is a structure of composition C2H4OS2, with properties calculated with the ωB97M-V functional and the def2-TZVPD basis.

Values from the calculation:
Total charge: 0
Highest occupied orbital energy, eV: -8.48
Energy above the lowest of the compared OMol25 structures with the same formula, charge and spin, kcal per mole: 110.0
HOMO-LUMO gap, eV: 7.25

XYZ file:
```
9
C2H4OS2 (the ωB97M-V functional and the def2-TZVPD basis)
S 2.199 -0.045 0.045
S -0.328 1.930 0.183
O -1.667 -1.012 -0.027
C -0.286 -0.796 0.244
C 0.474 0.420 0.127
H -0.168 -1.318 1.347
H 0.681 -1.614 -0.217
H -1.772 -0.150 -0.943
H 0.867 2.586 -0.760
```

(19)
Below is an isolated molecule of C2H4OS3, with properties calculated with the ωB97M-V functional and the def2-TZVPD basis.

Values from the calculation:
⟨S²⟩: 2.013
Total charge: 0
Spin multiplicity: 3
Highest occupied orbital energy (alpha / beta), eV: -7.77 / -9.30
Energy above the lowest of the compared OMol25 structures with the same formula, charge and spin, kcal per mole: 7.1
HOMO-LUMO gap (alpha / beta), eV: 8.38 / 6.96

XYZ file:
```
10
C2H4OS3 (the ωB97M-V functional and the def2-TZVPD basis)
S 0.960 -0.384 2.157
S -0.780 0.419 1.874
S -0.206 0.335 -1.212
O -0.650 1.720 -1.220
C 1.425 0.061 -0.674
C -1.226 -0.379 0.351
H -1.228 -1.480 0.324
H -2.204 -0.035 0.184
H 1.740 -0.988 -0.796
H 2.168 0.731 -0.987
```

(20)
Below is a structure of composition C2H4OZn, with properties calculated with the ωB97M-V functional and the def2-TZVPD basis.

Values from the calculation:
Total charge: 0
Highest occupied orbital energy, eV: -9.40
HOMO-LUMO gap, eV: 8.65

XYZ file:
```
8
C2H4OZn (the ωB97M-V functional and the def2-TZVPD basis)
Zn -0.149 1.277 0.212
O 0.532 -1.803 -1.919
C 0.729 -0.559 0.117
C 0.045 -1.327 -0.888
H -1.024 -1.555 -0.655
H 1.759 -0.302 -0.173
H 0.642 -0.969 1.134
H -1.380 2.084 -0.520
```

Number 1: F_max 0.1038 hartree/bohr, DFT total energy -570.13402 hartree. Number 2: F_max 0.1160 hartree/bohr, DFT total energy -911.74907 hartree. Number 3: F_max 0.0172 hartree/bohr, DFT total energy -627.22551 hartree. Number 4: F_max 0.0571 hartree/bohr, DFT total energy -627.13337 hartree. Number 5: F_max 0.0755 hartree/bohr, DFT total energy -627.16259 hartree. Number 6: F_max 0.0554 hartree/bohr, DFT total energy -304.15710 hartree. Number 7: F_max 0.1190 hartree/bohr, DFT total energy -304.27633 hartree. Number 8: F_max 0.0992 hartree/bohr, DFT total energy -303.86683 hartree. Number 9: F_max 0.0769 hartree/bohr, DFT total energy -1043.85797 hartree. Number 10: F_max 0.0327 hartree/bohr, DFT total energy -1100.62338 hartree. Number 11: F_max 0.0514 hartree/bohr, DFT total energy -551.92393 hartree. Number 12: F_max 0.0653 hartree/bohr, DFT total energy -551.89129 hartree. Number 13: F_max 0.1035 hartree/bohr, DFT total energy -551.86229 hartree. Number 14: F_max 0.0809 hartree/bohr, DFT total energy -551.93439 hartree. Number 15: F_max 0.0721 hartree/bohr, DFT total energy -551.86048 hartree. Number 16: F_max 0.0764 hartree/bohr, DFT total energy -950.14451 hartree. Number 17: F_max 0.0591 hartree/bohr, DFT total energy -950.05308 hartree. Number 18: F_max 0.1419 hartree/bohr, DFT total energy -950.03347 hartree. Number 19: F_max 0.0494 hartree/bohr, DFT total energy -1348.26232 hartree. Number 20: F_max 0.0492 hartree/bohr, DFT total energy -1933.08909 hartree.